Entry 1:
Formula: C17H27N5O3
Source: the OMol25 dataset
Level of theory: ωB97M-V/def2-TZVPD

```
52
Properties=species:S:1:pos:R:3
C -0.648 0.000 7.253
C -0.897 0.817 5.992
C -0.028 0.364 4.827
C -0.285 1.184 3.573
N 0.555 0.774 2.462
C 0.336 -0.189 1.544
C 1.480 -0.205 0.783
C 1.795 -1.064 -0.414
C 1.284 -2.495 -0.209
C 3.314 -1.226 -0.636
O 4.003 -0.118 -1.152
C 3.428 0.280 -2.375
C 1.992 0.689 -2.159
N 1.205 -0.433 -1.631
C -0.139 -0.496 -1.835
O -0.910 -1.101 -1.109
C -0.681 0.234 -3.074
O -0.672 1.654 -2.836
N -1.835 2.207 -3.405
C -2.625 1.272 -3.738
C -3.951 1.556 -4.353
C -2.126 -0.106 -3.393
C -2.302 -1.162 -4.473
N 2.327 0.734 1.287
N 1.763 1.317 2.297
H -1.271 0.342 8.080
H -0.867 -1.056 7.083
H 0.395 0.076 7.566
H -1.952 0.746 5.709
H -0.704 1.875 6.195
H 1.030 0.452 5.090
H -0.216 -0.693 4.612
H -1.325 1.096 3.253
H -0.073 2.238 3.750
H -0.586 -0.738 1.482
H 1.958 -2.990 0.495
H 0.274 -2.536 0.178
H 1.311 -3.040 -1.153
H 3.770 -1.465 0.323
H 3.443 -2.082 -1.317
H 4.008 1.125 -2.744
H 3.484 -0.540 -3.107
H 1.972 1.516 -1.442
H 1.550 1.046 -3.083
H -0.045 0.022 -3.943
H -4.728 0.962 -3.869
H -4.196 2.612 -4.264
H -3.947 1.288 -5.412
H -2.629 -0.435 -2.479
H -3.357 -1.342 -4.680
H -1.817 -0.861 -5.404
H -1.864 -2.106 -4.146
```

Results
- SMILES string = CCCCn1cc([C@]2(C)COCCN2C(=O)[C@@H]2ON=C(C)[C@H]2C)nn1
- highest occupied orbital energy (eV) = -9.23
- charge = 0
- energy above the lowest of the compared OMol25 structures with the same formula, charge and spin (kJ/mol) = 340.7
- gap between HOMO and LUMO (eV) = 10.0013
- LUMO energy (Eh) = 0.028



Entry 2:
Formula: C17H27NO4
Source: the OMol25 dataset
Level of theory: ωB97M-V/def2-TZVPD

```
49
Properties=species:S:1:pos:R:3
C 5.556 -1.518 -0.706
C 4.062 -1.846 -0.627
C 3.690 -2.188 0.824
C 3.765 -3.040 -1.539
N 3.357 -0.666 -1.131
C 1.906 -0.652 -1.075
C 1.426 0.486 -1.986
O 2.012 0.365 -3.257
C -0.094 0.470 -2.158
O -0.675 0.688 -0.893
C -2.035 0.740 -0.795
C -2.908 0.590 -1.862
C -4.275 0.657 -1.643
C -4.771 0.869 -0.375
C -3.905 1.022 0.706
C -2.534 0.964 0.500
C -1.543 1.111 1.624
C -2.157 1.752 2.864
O -2.356 3.143 2.707
C -3.486 1.057 3.209
O -3.990 1.531 4.433
C -4.488 1.276 2.069
H 6.150 -2.377 -0.407
H 5.824 -1.244 -1.723
H 5.803 -0.686 -0.048
H 2.642 -2.467 0.900
H 4.292 -3.021 1.178
H 3.869 -1.333 1.474
H 4.441 -3.859 -1.307
H 3.904 -2.756 -2.579
H 2.747 -3.398 -1.407
H 3.714 0.160 -0.660
H 1.531 -1.595 -1.477
H 1.489 -0.506 -0.069
H 1.712 1.451 -1.532
H 2.888 -0.023 -3.101
H -0.375 1.259 -2.866
H -0.400 -0.500 -2.570
H -2.538 0.419 -2.859
H -4.951 0.538 -2.477
H -5.836 0.917 -0.209
H -1.149 0.124 1.883
H -0.699 1.713 1.280
H -1.476 1.661 3.718
H -2.746 3.289 1.838
H -3.307 -0.014 3.349
H -3.881 2.492 4.431
H -4.852 2.310 2.121
H -5.356 0.633 2.227
```

Results
- SMILES string = CC(C)(C)NC[C@@H](O)COc1cccc2c1C[C@@H](O)[C@@H](O)C2
- highest occupied orbital energy (eV) = -8.61
- charge = 0
- energy above the lowest of the compared OMol25 structures with the same formula, charge and spin (kJ/mol) = 72.1
- gap between HOMO and LUMO (eV) = 9.2139
- LUMO energy (Eh) = 0.022



Entry 3:
Formula: C17H28As2F5N2PdS
Source: the OMol25 dataset
Level of theory: ωB97M-V/def2-TZVPD

```
56
Properties=species:S:1:pos:R:3
Pd 0.021 0.275 -0.055
C 2.283 2.801 -1.113
As 1.568 1.730 -2.538
C -0.126 2.465 -3.077
C 2.751 1.972 -4.027
S 1.456 -0.314 -1.944
H 2.226 3.856 -1.379
H 3.322 2.505 -0.973
H 1.749 2.611 -0.183
H -0.104 3.550 -2.983
H -0.923 2.053 -2.461
H -0.295 2.192 -4.118
H 2.799 3.027 -4.291
H 2.375 1.393 -4.868
H 3.737 1.609 -3.746
F 2.585 0.216 1.318
C 1.329 -0.224 1.572
F 1.390 -1.573 1.745
C 0.887 0.369 2.915
F 0.854 1.712 2.827
F 1.711 0.041 3.908
F -0.343 -0.051 3.234
C -1.865 -3.014 2.159
C -2.524 -2.460 0.900
As -1.223 -1.843 -0.413
C -0.018 -3.348 -0.627
C -0.675 -4.621 -1.143
C -2.190 -1.701 -2.108
C -3.438 -2.563 -2.255
H -2.626 -3.302 2.882
H -1.211 -2.283 2.632
H -1.272 -3.902 1.940
H -3.178 -1.621 1.141
H -3.144 -3.217 0.416
H 0.447 -3.495 0.348
H 0.774 -3.008 -1.296
H -1.513 -4.935 -0.518
H 0.047 -5.438 -1.148
H -1.040 -4.503 -2.163
H -1.443 -1.927 -2.872
H -2.437 -0.644 -2.234
H -3.233 -3.621 -2.100
H -3.851 -2.453 -3.258
H -4.217 -2.270 -1.550
N -5.411 5.427 1.173
C -4.591 4.638 1.032
C -3.560 3.650 0.854
C -2.228 3.966 1.091
C -1.279 2.980 0.902
N -1.581 1.743 0.492
C -2.869 1.448 0.280
C -3.890 2.363 0.445
H -1.940 4.952 1.425
H -0.235 3.176 1.109
H -3.089 0.437 -0.035
H -4.917 2.081 0.263
```

Results
- highest occupied orbital energy (alpha / beta) (eV) = -10.77 / -12.02
- charge = +1
- multiplicity = 3
- gap between HOMO and LUMO (alpha / beta) (eV) = 7.2777 / 7.6560
- LUMO energy (alpha / beta) (Eh) = -0.128 / -0.160



Entry 4:
Formula: C17H28AuIN4OSi
Source: the OMol25 dataset
Level of theory: ωB97M-V/def2-TZVPD

```
53
Properties=species:S:1:pos:R:3
C 2.991 3.128 -2.166
I 3.310 -1.478 -1.931
H 3.810 2.340 -1.983
H 3.336 4.167 -1.891
H 2.799 3.087 -3.268
C -0.206 -3.362 -3.046
C 0.783 -3.876 -2.246
N 0.908 -3.044 -1.168
C 0.101 -1.946 -1.323
N -0.627 -2.184 -2.466
H -0.629 -3.799 -3.946
H 1.410 -4.752 -2.391
C 0.724 3.669 1.719
C 1.520 2.464 -0.030
N 0.412 3.069 0.525
H 2.626 3.803 2.779
N 2.536 2.738 0.886
H 0.001 4.220 2.290
Au 1.631 0.256 -1.118
C 1.702 2.713 -1.546
O 0.623 2.739 -2.192
C 2.042 3.452 1.950
C 3.886 2.230 0.793
H 3.939 1.189 1.141
H 4.554 2.873 1.381
H 4.186 2.245 -0.256
C -0.944 3.068 0.035
H -1.436 3.964 0.444
H -1.474 2.167 0.374
H -0.935 3.091 -1.056
C -1.798 -1.421 -2.846
H -2.400 -2.004 -3.549
H -1.507 -0.477 -3.318
H -2.398 -1.208 -1.958
C 1.809 -3.250 -0.056
H 2.366 -2.320 0.140
H 2.533 -4.021 -0.334
H 1.282 -3.516 0.865
C -3.564 0.364 2.272
Si -2.661 -1.245 1.929
C -2.079 -2.015 3.535
C -3.877 -2.427 1.106
C -1.281 -0.982 0.702
C -0.467 -1.257 -0.216
H -4.349 0.243 3.036
H -4.051 0.728 1.354
H -2.873 1.144 2.626
H -2.938 -2.362 4.132
H -1.430 -2.886 3.359
H -1.516 -1.305 4.157
H -4.260 -1.980 0.180
H -3.388 -3.371 0.836
H -4.734 -2.660 1.750
```

Results
- highest occupied orbital energy (alpha / beta) (eV) = 3.08 / 0.39
- charge = -2
- multiplicity = 3
- gap between HOMO and LUMO (alpha / beta) (eV) = 1.4162 / 4.3361
- LUMO energy (alpha / beta) (Eh) = 0.165 / 0.174



Entry 5:
Formula: C17H28BN6NaO5S2
Source: the OMol25 dataset
Level of theory: ωB97M-V/def2-TZVPD

```
60
Properties=species:S:1:pos:R:3
Na 10.832 11.701 5.749
N 10.128 11.661 9.094
C 9.503 12.487 10.168
C 8.892 13.643 9.464
C 9.919 14.734 9.036
C 11.182 14.295 8.211
N 10.835 13.921 6.838
H 9.373 11.332 8.458
H 10.521 10.828 9.553
H 10.284 12.938 10.825
H 8.677 11.976 10.741
H 8.220 14.073 10.173
H 8.316 13.197 8.658
H 10.184 15.227 9.941
H 9.331 15.490 8.327
H 11.634 13.398 8.616
H 11.929 15.042 8.302
H 9.771 13.730 6.813
H 10.885 14.774 6.306
B 13.434 9.678 7.418
N 14.036 10.489 6.239
C 15.301 10.817 5.958
C 15.352 11.534 4.776
C 13.983 11.626 4.397
N 13.225 10.944 5.278
N 13.448 8.120 7.042
C 12.469 7.338 6.636
C 12.975 6.140 6.198
C 14.345 6.344 6.259
N 14.651 7.529 6.776
H 14.027 9.968 8.486
H 12.315 10.146 7.670
H 16.051 10.353 6.536
H 16.242 11.908 4.288
H 13.628 12.083 3.493
H 11.392 7.557 6.741
H 12.448 5.250 5.856
H 15.049 5.622 5.988
C 8.281 7.428 5.218
S 8.920 6.288 6.519
O 8.022 5.078 6.376
C 8.338 7.166 8.040
C 8.339 8.510 8.155
C 7.800 9.094 9.339
C 7.270 8.275 10.311
C 7.355 6.882 10.164
C 7.983 6.296 9.080
H 7.215 7.771 5.400
H 8.514 6.955 4.332
H 8.886 8.373 5.358
H 8.583 9.247 7.423
H 7.773 10.156 9.459
H 6.811 8.689 11.200
H 6.964 6.273 10.976
H 8.091 5.207 9.001
O 8.959 12.250 4.351
S 7.906 12.143 5.393
O 7.902 13.494 6.097
O 8.447 11.049 6.372
O 6.572 11.798 4.861
```

Results
- highest occupied orbital energy (eV) = -2.36
- charge = -2
- energy above the lowest of the compared OMol25 structures with the same formula, charge and spin (kJ/mol) = 113.8
- gap between HOMO and LUMO (eV) = 6.2825
- LUMO energy (Eh) = 0.144



Entry 6:
Formula: C17H28BrCl15NO4
Source: the OMol25 dataset
Level of theory: ωB97M-V/def2-TZVPD

```
66
Properties=species:S:1:pos:R:3
C -0.046 3.981 0.642
C -1.253 3.145 0.222
C -1.137 2.539 -1.176
C -0.851 1.053 -1.094
O 0.386 0.902 -0.439
C 0.553 -0.304 0.306
C 0.093 -1.492 -0.514
C -0.293 -0.040 1.622
O -1.459 -0.512 1.671
O 0.275 0.675 2.451
N 1.972 -0.320 0.712
O 2.789 0.552 -0.023
C 3.131 1.687 0.762
C 3.384 2.858 -0.190
C 2.618 -1.571 0.950
Br 1.682 -2.629 2.301
C 4.054 -1.413 1.413
C 4.180 -0.726 2.782
H 0.325 4.551 -0.201
H 0.714 3.309 1.021
H -0.303 4.644 1.461
H -1.378 2.366 0.967
H -2.145 3.764 0.286
H -0.380 3.024 -1.787
H -2.103 2.630 -1.667
H -1.677 0.592 -0.558
H -0.819 0.645 -2.107
H 0.444 -2.461 -0.189
H 0.417 -1.351 -1.556
H -0.975 -1.564 -0.563
H 2.327 1.894 1.455
H 4.048 1.495 1.312
H 4.427 3.151 -0.160
H 2.743 3.702 0.021
H 3.190 2.532 -1.206
H 2.635 -2.202 0.060
H 4.650 -0.931 0.658
H 4.410 -2.430 1.535
H 4.918 0.067 2.708
H 4.531 -1.406 3.547
H 3.253 -0.246 3.068
C 0.414 8.189 -0.200
Cl -1.175 7.434 -0.105
Cl 1.680 7.074 0.300
Cl 0.719 8.798 -1.832
H 0.424 9.034 0.474
C -3.161 -4.472 -0.027
Cl -3.371 -5.850 1.070
Cl -2.372 -3.114 0.745
Cl -2.287 -4.978 -1.485
H -4.137 -4.122 -0.326
C -5.079 -1.338 -1.503
Cl -4.060 -0.385 -2.573
Cl -6.635 -0.549 -1.239
Cl -5.312 -2.971 -2.155
H -4.573 -1.425 -0.548
C 3.827 -0.290 -3.334
Cl 2.309 -1.170 -3.305
Cl 5.176 -1.343 -2.902
Cl 4.107 0.441 -4.924
H 3.760 0.497 -2.598
C -6.707 -8.801 1.114
Cl -6.268 -7.277 0.358
Cl -5.621 -9.169 2.456
Cl -8.388 -8.786 1.659
H -6.604 -9.585 0.378
```

Results
- highest occupied orbital energy (eV) = -4.69
- charge = -1
- gap between HOMO and LUMO (eV) = 6.6320
- LUMO energy (Eh) = 0.071



Entry 7:
Formula: C17H28BrInN4O2
Source: the OMol25 dataset
Level of theory: ωB97M-V/def2-TZVPD

```
53
Properties=species:S:1:pos:R:3
In -0.361 -0.581 0.665
C -0.498 3.027 0.786
C -1.041 2.177 1.940
N -1.808 0.996 1.474
C -2.637 0.350 2.523
C -1.813 -0.606 3.377
N -1.171 -1.603 2.498
C -0.179 -2.513 3.131
C 1.020 -1.819 3.781
C 1.684 -0.679 3.004
N 1.727 -0.926 1.541
C 2.669 -0.050 0.805
C 2.038 1.299 0.494
N 0.793 1.095 -0.283
C -0.050 2.310 -0.489
H 0.311 3.642 1.184
H -1.268 3.732 0.468
H -1.668 2.806 2.575
H -0.226 1.819 2.573
H -2.429 1.278 0.719
H -3.429 -0.203 2.016
H -3.108 1.102 3.157
H -2.460 -1.084 4.114
H -1.036 -0.070 3.922
H -1.899 -2.205 2.110
H 0.146 -3.191 2.339
H -0.674 -3.125 3.887
H 1.756 -2.603 3.965
H 0.754 -1.431 4.765
H 2.696 -0.530 3.388
H 1.151 0.261 3.169
H 1.993 -1.893 1.373
H 2.936 -0.556 -0.125
H 3.588 0.099 1.375
H 2.746 1.919 -0.059
H 1.787 1.829 1.414
H 1.063 0.772 -1.212
H -0.915 1.980 -1.067
H 0.493 3.024 -1.110
Br -1.453 -5.175 0.334
C -2.025 -4.636 -1.393
C -2.585 -5.596 -2.214
C -3.101 -5.224 -3.448
C -3.094 -3.896 -3.847
C -2.552 -2.935 -3.014
C -1.986 -3.300 -1.794
C -1.356 -2.253 -0.974
O -0.207 -2.425 -0.443
O -1.945 -1.140 -0.760
H -2.628 -6.626 -1.888
H -3.526 -5.982 -4.093
H -3.513 -3.612 -4.802
H -2.545 -1.893 -3.307
```

Results
- highest occupied orbital energy (eV) = -14.01
- charge = +2
- gap between HOMO and LUMO (eV) = 8.6003
- LUMO energy (Eh) = -0.199



Entry 8:
Formula: C17H28Cl12Li2O7
Source: the OMol25 dataset
Level of theory: ωB97M-V/def2-TZVPD

```
66
Properties=species:S:1:pos:R:3
Li 10.743 8.403 14.181
Li 12.558 9.132 10.851
C 10.350 9.161 12.064
O 10.168 9.532 10.891
O 9.414 9.027 12.991
O 11.591 8.782 12.390
C 14.149 9.325 14.423
C 13.547 8.136 15.050
O 12.339 7.986 15.166
C 14.545 7.085 15.558
H 14.651 9.899 15.202
H 13.341 9.976 14.038
H 14.891 9.122 13.641
H 15.142 7.331 16.392
H 15.249 6.891 14.766
H 14.010 6.173 15.688
C 15.607 9.362 9.367
C 15.399 8.618 10.592
O 14.399 8.575 11.266
C 16.614 7.841 11.047
H 16.451 9.932 9.572
H 14.806 10.030 9.102
H 15.785 8.554 8.675
H 16.593 6.897 10.542
H 16.590 7.674 12.141
H 17.563 8.335 10.760
C 9.780 6.820 8.818
C 11.013 7.067 9.628
O 11.886 7.852 9.267
C 11.119 6.331 10.873
H 9.649 7.540 8.042
H 8.864 6.758 9.444
H 10.008 5.864 8.251
H 11.079 5.271 10.640
H 10.293 6.654 11.514
H 12.101 6.564 11.330
C 11.298 12.405 9.835
C 11.862 11.231 9.024
O 12.848 10.585 9.356
C 11.034 10.715 7.889
H 12.123 12.868 10.380
H 10.607 11.938 10.528
H 10.705 13.140 9.182
H 11.666 10.100 7.238
H 10.517 11.490 7.308
H 10.222 10.049 8.372
C 7.045 10.413 11.391
Cl 6.804 10.886 13.028
Cl 6.749 11.802 10.403
Cl 6.098 8.996 10.909
H 8.095 10.180 11.236
C 14.399 6.107 7.078
Cl 14.788 4.688 7.963
Cl 13.425 5.712 5.720
Cl 15.863 7.034 6.653
H 13.811 6.712 7.717
C 7.322 7.444 15.062
Cl 6.176 8.218 16.218
Cl 6.370 6.414 14.053
Cl 8.572 6.388 15.848
H 7.744 8.119 14.358
C 9.650 11.407 14.598
Cl 8.943 12.806 15.471
Cl 10.202 10.234 15.876
Cl 11.010 11.870 13.692
H 9.050 10.778 13.930
```

Results
- highest occupied orbital energy (eV) = -8.61
- charge = 0
- gap between HOMO and LUMO (eV) = 8.6983
- LUMO energy (Eh) = 0.003



Total energy per entry: -31658.3127; -27747.5676; -170636.7876; -45755.6922; -64027.3920; -285641.5673; -103343.6323; -183099.6747 eV